(1)
{"formula": "C18H17ClN3O6S", "method": "the ωB97M-V functional and the def2-TZVPD basis", "e_homo_ev": -2.52, "total_charge": -1, "lumo_energy_ha": 0.035, "elements": ["C", "S", "O", "O", "C", "C", "N", "C", "C", "C", "Cl", "C", "N", "C", "C", "C", "C", "N", "C", "H", "H", "H", "H", "H", "H", "H", "H", "H", "H", "H", "H", "H", "H", "H", "C", "C", "C", "O", "C", "C", "C", "O", "O", "O", "H", "H"], "positions_angstrom": [[-0.253, -3.031, 3.613], [-1.721, -2.246, 3.019], [-2.594, -3.242, 2.467], [-2.248, -1.380, 4.039], [-1.155, -1.225, 1.697], [0.066, -1.104, 1.109], [-0.046, -0.138, 0.147], [1.101, 0.295, -0.681], [2.165, 0.987, 0.167], [1.612, 2.033, 1.120], [1.088, 3.518, 0.271], [-1.285, 0.313, 0.128], [-1.997, -0.329, 1.067], [-3.380, -0.053, 1.341], [-3.714, 0.810, 2.367], [-5.051, 1.071, 2.564], [-5.972, 0.463, 1.727], [-5.653, -0.380, 0.753], [-4.365, -0.628, 0.565], [0.639, -2.520, 3.262], [-0.281, -2.999, 4.699], [-0.253, -4.052, 3.236], [0.992, -1.613, 1.318], [1.560, -0.607, -1.098], [0.722, 0.957, -1.457], [2.732, 0.252, 0.744], [2.842, 1.470, -0.548], [2.380, 2.326, 1.834], [0.750, 1.694, 1.700], [-1.656, 1.075, -0.538], [-2.934, 1.246, 2.977], [-5.377, 1.736, 3.353], [-7.028, 0.668, 1.865], [-4.091, -1.311, -0.233], [2.737, -0.678, -4.211], [3.298, -0.465, -2.965], [4.131, 0.830, -2.772], [4.533, 1.104, -1.615], [4.362, 1.645, -3.889], [3.830, 1.433, -5.179], [2.896, 0.192, -5.338], [2.321, -0.014, -6.408], [4.025, 2.148, -6.168], [3.153, -1.203, -1.949], [2.125, -1.560, -4.382], [4.994, 2.511, -3.717]], "forces_ev_per_angstrom": [[0.300, -0.147, -0.214], [-0.673, -0.307, 0.373], [0.133, 0.054, -0.168], [0.288, 0.202, -0.088], [0.174, 0.111, -0.027], [-0.315, 0.007, 0.276], [0.160, -0.166, -0.074], [0.323, 0.206, 0.166], [-0.740, 0.446, 0.075], [0.275, -0.187, 0.236], [-0.206, 0.015, -0.066], [0.241, -0.118, 0.072], [-0.071, 0.125, -0.223], [0.066, 0.077, 0.188], [0.257, 0.016, 0.035], [0.021, 0.133, 0.133], [-0.303, 0.000, 0.111], [-0.071, 0.081, -0.054], [0.105, -0.261, -0.251], [-0.016, 0.101, 0.089], [-0.113, 0.000, -0.012], [-0.022, 0.031, 0.055], [0.035, 0.082, -0.237], [0.149, 0.038, -0.516], [-0.058, -0.142, -0.061], [0.134, 0.014, -0.178], [0.424, -0.419, 0.147], [-0.010, 0.108, -0.109], [-0.011, -0.008, -0.003], [-0.028, -0.009, 0.065], [-0.063, 0.016, 0.049], [-0.015, -0.008, -0.038], [-0.001, -0.069, -0.065], [-0.057, -0.021, 0.010], [-0.218, -0.129, -0.099], [0.179, 0.301, 0.073], [0.001, 0.202, -0.299], [-0.034, -0.043, 0.101], [0.213, 0.117, 0.312], [-0.161, -0.165, -0.147], [-0.069, -0.179, 0.140], [0.085, 0.153, -0.086], [0.030, 0.014, 0.082], [-0.309, -0.309, 0.252], [0.028, -0.016, 0.094], [-0.058, 0.054, -0.124]]}

(2)
{"formula": "C18H17F3N4O", "method": "the ωB97M-V functional and the def2-TZVPD basis", "e_homo_ev": -9.10, "de_lowest_ev": 1.131, "lumo_energy_ha": -0.002, "elements": ["F", "F", "F", "N", "N", "O", "C", "C", "C", "C", "C", "C", "C", "C", "C", "C", "C", "C", "N", "N", "C", "C", "C", "C", "C", "C", "H", "H", "H", "H", "H", "H", "H", "H", "H", "H", "H", "H", "H", "H", "H", "H", "H"], "positions_angstrom": [[3.421, 3.185, 0.851], [1.193, 2.878, 0.897], [2.493, 1.136, 0.711], [3.069, 3.306, -1.883], [0.708, 2.586, -4.424], [1.847, -2.367, 2.917], [2.212, 2.553, -1.203], [-0.465, 1.946, -4.284], [1.462, 2.631, -3.344], [-0.864, 1.272, -3.147], [-1.586, 1.164, -0.048], [0.131, -0.511, -0.230], [-1.514, -0.635, 1.548], [1.147, 2.046, -2.126], [-0.466, 0.622, -0.725], [-0.046, 1.317, -1.984], [-2.157, 0.552, 1.091], [-0.346, -1.124, 0.925], [2.622, 3.309, -3.178], [-1.606, -3.837, 1.029], [2.354, 2.427, 0.357], [-3.386, 1.166, 1.753], [0.446, -2.442, 2.959], [1.858, -2.307, 1.501], [-0.167, -3.736, 0.838], [0.343, -2.383, 1.424], [-1.109, 1.843, -5.141], [-1.831, 0.787, -3.112], [-2.021, 2.077, -0.420], [0.966, -0.946, -0.768], [-1.925, -1.084, 2.435], [3.077, 3.864, -3.913], [-1.811, -4.292, 1.939], [-2.021, -2.905, 0.979], [-4.128, 1.401, 0.966], [-3.870, 0.451, 2.392], [-3.171, 2.087, 2.302], [0.026, -1.618, 3.518], [0.074, -3.401, 3.359], [2.351, -3.191, 1.058], [2.329, -1.434, 1.101], [0.301, -4.612, 1.329], [0.057, -3.780, -0.247]], "forces_ev_per_angstrom": [[-2.033, -1.580, -0.747], [1.000, -0.182, 0.162], [0.309, 0.820, 0.224], [-1.248, -0.849, -0.179], [-0.836, -0.050, -0.778], [1.175, 0.036, 0.541], [0.348, 0.249, -0.460], [1.168, -0.118, -0.309], [-0.383, -0.173, 0.172], [0.671, 0.219, 2.001], [0.080, -0.809, 0.481], [0.196, -0.278, -0.037], [0.110, 1.401, -0.681], [0.448, 0.013, 2.577], [-1.336, 1.248, 0.152], [-0.229, -0.263, -0.903], [1.198, -0.280, -0.669], [-0.827, -0.621, -0.033], [0.801, 0.693, -0.239], [-0.344, -0.688, 0.669], [0.190, 0.862, -1.575], [0.101, -0.165, -1.150], [-0.909, -0.759, 0.001], [0.517, -1.059, -0.691], [-0.403, 0.829, -0.241], [-0.323, -0.143, 0.299], [0.057, 0.412, -0.407], [0.100, -0.129, -0.012], [-0.109, 0.181, -0.128], [0.086, 0.016, 0.100], [0.077, -0.358, 0.230], [-0.216, -0.405, 0.907], [-0.012, 0.761, -0.936], [-0.084, -0.584, 0.159], [0.375, 0.063, 0.364], [-0.094, -0.258, 0.525], [0.100, -0.185, -0.030], [-0.261, 0.273, 0.180], [0.141, 0.242, 0.175], [-0.031, 0.206, 0.142], [0.302, 0.736, -0.066], [0.075, 0.661, -0.235], [0.055, 0.014, 0.443]]}

(3)
{"formula": "C18H17F6N4O9RhS3", "method": "the ωB97M-V functional and the def2-TZVPD basis", "e_homo_ev": [-0.21, -3.52], "spin_multiplicity": 5, "de_lowest_ev": 2.041, "total_charge": -2, "lumo_energy_ha": [0.156, 0.156], "s_squared": 6.02, "elements": ["Rh", "C", "C", "C", "C", "C", "C", "C", "S", "O", "O", "N", "C", "C", "O", "O", "H", "H", "H", "H", "H", "H", "H", "H", "H", "F", "C", "F", "F", "S", "O", "O", "N", "S", "O", "O", "C", "F", "F", "F", "N", "C", "O", "C", "C", "C", "N", "C", "C", "H", "H", "H", "H", "H", "H", "C", "H", "H"], "positions_angstrom": [[-0.161, 1.369, -0.542], [-1.372, -3.307, 5.619], [-0.612, -2.664, 4.489], [0.539, -1.920, 4.735], [1.209, -1.284, 3.703], [0.723, -1.381, 2.405], [-0.403, -2.140, 2.140], [-1.065, -2.776, 3.180], [1.558, -0.527, 1.082], [1.023, -1.058, -0.167], [2.964, -0.760, 1.346], [1.138, 0.986, 1.101], [0.909, 1.734, 2.319], [-0.016, 2.923, 2.030], [-0.189, 3.751, 2.919], [-0.543, 2.968, 0.859], [-0.727, -3.477, 6.483], [-1.799, -4.263, 5.314], [-2.198, -2.667, 5.940], [0.913, -1.835, 5.751], [2.112, -0.718, 3.893], [-0.748, -2.236, 1.119], [-1.961, -3.346, 2.964], [1.832, 2.122, 2.760], [0.396, 1.145, 3.086], [-5.539, -0.108, -0.247], [-4.448, 0.598, 0.081], [-4.780, 1.435, 1.063], [-4.078, 1.311, -0.976], [-3.100, -0.516, 0.669], [-1.977, 0.372, 0.821], [-3.668, -1.112, 1.839], [-2.928, -1.629, -0.426], [-2.087, -1.550, -1.759], [-1.459, -0.284, -2.032], [-1.372, -2.766, -1.975], [-3.429, -1.652, -3.022], [-4.132, -2.780, -2.882], [-2.889, -1.650, -4.244], [-4.277, -0.625, -2.944], [5.848, 1.383, -4.409], [4.514, 1.511, -4.875], [4.331, 1.608, -6.102], [3.488, 1.555, -3.884], [3.714, 1.541, -2.472], [2.670, 1.533, -1.594], [1.364, 1.547, -1.978], [1.128, 1.577, -3.324], [2.112, 1.587, -4.263], [6.434, 1.057, -5.164], [5.944, 0.810, -3.583], [4.714, 1.564, -2.057], [2.849, 1.522, -0.530], [0.088, 1.584, -3.617], [1.855, 1.606, -5.313], [-1.177, 2.614, -1.669], [-1.411, 3.591, -1.269], [-1.825, 2.127, -2.392]], "forces_ev_per_angstrom": [[-0.214, 0.412, -0.130], [0.012, 0.006, -0.020], [0.003, -0.009, 0.029], [-0.018, -0.004, -0.011], [-0.006, -0.008, -0.001], [0.031, 0.039, 0.062], [-0.022, 0.012, -0.037], [-0.008, 0.003, -0.031], [0.155, -0.251, -0.221], [0.118, 0.029, 0.131], [-0.039, 0.103, 0.103], [0.021, -0.242, 0.216], [-0.001, 0.014, -0.134], [0.196, 0.113, 0.031], [-0.049, -0.048, -0.031], [-0.080, -0.052, -0.060], [-0.004, -0.005, 0.004], [0.000, -0.001, 0.007], [0.002, -0.001, -0.001], [0.004, 0.002, -0.001], [-0.002, 0.003, -0.005], [0.000, -0.013, 0.011], [0.005, 0.001, 0.003], [-0.001, 0.005, -0.008], [0.007, -0.038, 0.022], [-0.050, -0.051, -0.021], [-0.008, -0.052, -0.001], [-0.020, 0.065, 0.052], [0.034, 0.032, -0.062], [0.060, -0.007, -0.018], [0.006, 0.021, -0.001], [0.000, -0.012, 0.050], [-0.055, 0.068, -0.081], [-0.118, -0.167, 0.002], [0.033, 0.038, -0.011], [0.064, 0.018, 0.067], [0.011, 0.009, 0.014], [-0.026, -0.039, 0.001], [0.026, -0.003, -0.046], [-0.030, 0.057, 0.016], [-0.018, -0.038, 0.006], [0.034, 0.076, -0.001], [-0.002, -0.028, 0.004], [-0.028, -0.020, 0.023], [-0.006, 0.005, -0.035], [0.033, 0.045, -0.035], [0.012, -0.029, 0.136], [-0.042, -0.043, -0.005], [0.012, -0.008, -0.005], [0.003, 0.008, -0.011], [0.004, 0.008, 0.000], [-0.007, -0.003, 0.008], [-0.018, -0.006, 0.015], [-0.006, 0.001, 0.008], [-0.003, -0.003, 0.004], [0.004, -0.040, 0.000], [0.007, 0.000, 0.010], [-0.017, 0.029, -0.013]]}

Question: What is the formula in the third record?
Answer: C18H17F6N4O9RhS3